Entry 1:
{"formula": "C4H9NO", "method": "wB97M-V/def2-TZVPD", "gap_ha": 0.3257, "homo_ev": -8.18, "charge": 0, "multiplicity": 1, "symbols": ["C", "H", "H", "H", "C", "N", "H", "C", "H", "H", "O", "H", "H", "H", "C"], "positions_angstrom": [[1.7534, -0.9167, -1.3395], [-2.7672, 1.9171, 2.3437], [3.6057, -1.9450, -1.1565], [-1.1607, 1.8185, 3.1038], [2.5521, -1.8957, -0.9091], [0.3378, -0.8704, -1.3911], [-0.8562, 2.5229, 0.5542], [-1.7970, 1.4172, 2.2908], [-1.9533, 0.3668, 2.5439], [0.0251, 0.0603, -1.1385], [-1.4043, 0.6300, 0.1060], [2.2541, -0.0796, -1.8529], [2.1304, -2.6310, -0.2388], [-0.0150, -1.5272, -0.6897], [-1.2162, 1.5058, 0.9084]], "lowdin_charge": [-0.3143, 0.0845, 0.0370, 0.0826, -0.0450, 0.0328, 0.1322, -0.0588, 0.0798, 0.0328, 0.0167, 0.0979, 0.0359, 0.0805, -0.2944]}

Entry 2:
{"formula": "C9H16NO2", "method": "wB97M-V/def2-TZVPD", "gap_ha": 0.4016, "homo_ev": -13.51, "charge": 1, "multiplicity": 1, "symbols": ["H", "H", "O", "H", "C", "N", "H", "H", "C", "C", "H", "H", "H", "C", "C", "C", "O", "H", "H", "C", "H", "H", "C", "H", "H", "H", "H", "C"], "positions_angstrom": [[-2.6114, 1.1283, -2.0298], [-2.8344, -0.6669, -1.7961], [-2.7281, 0.6230, -0.0511], [0.4695, -1.7794, -2.0760], [-2.4953, 0.2240, -1.3986], [-1.0667, -1.1790, 0.2269], [1.6076, 1.2649, -2.0026], [-0.0164, 2.2603, 1.6025], [2.4444, -0.2657, 0.5233], [1.0879, -0.1527, -0.1024], [2.8896, -1.2136, 0.4302], [-1.0504, -0.2137, 2.0670], [0.7568, -2.0687, 0.7544], [-1.3437, -1.1405, 1.6735], [0.2468, 1.0122, -0.1906], [-1.4935, 0.1882, -0.3735], [0.3126, -2.2184, -1.2709], [-1.6173, -1.9602, -0.0776], [-2.4346, -0.9425, 1.9798], [0.1490, 2.3410, 0.4654], [-0.9472, -2.1011, 2.0156], [0.2966, 0.1481, -2.3764], [0.3242, -1.4610, -0.1509], [2.3575, 0.0573, 1.6158], [3.1374, 0.4728, 0.0560], [-0.4863, 3.0818, -0.0693], [1.1053, 2.7387, 0.3146], [0.8672, 0.6312, -1.5724]], "lowdin_charge": [0.1513, 0.1049, 0.0727, 0.0861, -0.0102, -0.0216, 0.0990, 0.1262, 0.0004, -0.3140, 0.0735, 0.0879, 0.1978, 0.0403, -0.2240, -0.2597, 0.1030, 0.1807, 0.1503, -0.0110, 0.1226, 0.0994, -0.3339, 0.1240, 0.1090, 0.1139, 0.0650, 0.0665]}

Entry 3:
{"formula": "C3H5P", "method": "wB97M-V/def2-TZVPD", "gap_ha": [0.2587, 0.2576], "homo_ev": [-7.43, -7.45], "charge": 0, "multiplicity": 1, "symbols": ["C", "C", "C", "H", "H", "H", "H", "P", "H"], "positions_angstrom": [[-1.0024, 0.7292, 0.1083], [-0.4638, -1.4638, 0.0187], [-0.1103, -0.1464, -0.3469], [-0.2417, -2.2547, -0.5592], [3.0430, 2.0573, -0.6315], [-1.0821, 1.7570, 0.5029], [-0.4492, -1.7026, 1.1604], [-2.1700, -0.6156, 0.0146], [2.4765, 1.6395, -0.2673]], "lowdin_charge": [-0.3947, -0.4169, -0.2671, 0.0137, 0.0150, 0.0670, 0.1051, 0.8822, -0.0042]}

Entry 4:
{"formula": "C63H69IN3O7P2ReSi", "method": "wB97M-V/def2-TZVPD", "gap_ha": [0.2095, 0.2230], "homo_ev": [-9.80, -9.61], "charge": 1, "multiplicity": 2, "symbols": ["H", "H", "C", "C", "H", "C", "O", "H", "H", "C", "H", "H", "C", "H", "C", "C", "C", "H", "C", "H", "O", "H", "C", "C", "H", "H", "C", "C", "H", "C", "H", "C", "H", "Re", "H", "H", "H", "H", "C", "C", "H", "H", "C", "H", "C", "H", "C", "C", "P", "H", "H", "H", "C", "H", "H", "C", "C", "C", "C", "H", "N", "H", "H", "H", "H", "C", "C", "H", "H", "H", "C", "C", "C", "Si", "H", "C", "H", "C", "H", "H", "H", "H", "C", "H", "C", "I", "H", "C", "H", "C", "C", "H", "C", "C", "H", "C", "P", "C", "H", "C", "C", "C", "H", "H", "C", "H", "C", "H", "O", "N", "C", "C", "H", "H", "C", "H", "C", "H", "C", "H", "C", "H", "H", "C", "H", "O", "H", "C", "O", "C", "H", "H", "N", "O", "H", "C", "C", "H", "C", "O", "C", "H", "C", "C", "C", "H", "H"], "positions_angstrom": [[4.7486, 1.4609, 3.9915], [2.4213, 0.7572, 4.1460], [-2.5361, -1.1505, -4.3765], [1.9833, 0.2506, -4.8741], [0.0504, 6.4133, -1.4457], [-0.1907, 1.0013, 6.4884], [-0.8890, 1.8725, 3.0334], [1.5684, 1.0451, -4.2543], [-3.0330, -2.1077, -4.3301], [-1.7980, 3.6970, 4.3197], [1.0905, -1.6608, 4.8459], [-0.2087, -2.9569, -4.6365], [-0.9092, 4.6805, -0.6413], [-0.6973, 2.2845, -4.4563], [0.1516, 0.0265, 3.9036], [1.1113, 2.3183, -1.4213], [4.2821, 0.9830, 3.1414], [0.0219, 3.6762, 7.2565], [3.8697, -4.2594, -2.5795], [4.4192, -0.0123, -3.6824], [-2.2096, -0.6294, 0.0371], [4.5666, -3.4894, -2.9088], [-1.3344, 3.1164, 5.6498], [-0.4036, -4.4283, -3.0444], [-3.0380, 2.6740, -2.3454], [3.8578, -1.7472, -5.4330], [-2.0945, 4.4182, -3.1341], [-2.0717, 3.4748, 1.9025], [-7.5895, 1.1700, 0.8397], [2.4148, -5.0685, -0.7381], [2.8076, 0.6529, -5.4633], [-5.5879, 0.6502, 1.4100], [4.0867, -3.3559, 0.7329], [-0.4997, 0.3391, -0.0671], [-3.6720, -1.9966, 0.1409], [4.9989, -4.6465, -0.0590], [-3.0464, 3.8813, 6.7551], [3.2218, 0.3842, -2.4400], [0.2618, -4.8983, 3.4234], [1.4742, 2.4771, 0.9186], [0.8424, -4.3531, -4.8025], [-1.8519, -4.5293, 3.4980], [-0.7696, -2.8226, 2.8060], [-5.8955, -0.1686, 2.0458], [0.5960, -0.7117, 4.9972], [-2.6755, -0.9572, -6.4658], [-3.8325, 1.9908, 0.4442], [-1.7798, 3.6187, -0.8792], [0.5598, -0.4952, 2.1785], [2.1855, -2.2713, -5.6478], [-2.6859, 5.4555, 5.1529], [4.9297, 0.0315, -0.0358], [2.9476, -2.0349, -4.9067], [3.6080, 4.5172, -0.7155], [-0.4453, 4.7971, 0.3307], [-1.2223, 5.4681, -2.8908], [-1.7322, 0.7899, -5.5365], [-4.7924, 2.7718, -0.1918], [2.1707, 3.2720, -1.6256], [-0.3025, 1.3710, 7.4988], [0.4085, 1.9342, -2.4416], [-0.1037, -6.1743, -1.7977], [1.6604, -5.3008, -1.4888], [2.3946, -4.9695, 3.2509], [-2.2480, -3.3304, -2.6998], [-6.5389, 1.4043, 0.7365], [4.3848, 0.1857, 0.8845], [-1.8607, -1.2267, -2.3043], [2.8924, 3.8518, 1.6237], [-1.6661, 1.3341, -6.4690], [-6.1400, 2.4722, -0.0526], [-2.3500, -0.5145, -5.5363], [-2.3674, 3.4954, -2.1360], [1.1543, -2.2296, -1.8714], [2.3823, 3.5589, -2.6441], [3.3129, -3.9370, -1.2014], [-3.1804, 5.0410, 0.9382], [-1.2685, 0.6362, -3.1612], [1.1287, -5.9580, -3.0511], [-0.8819, -4.5194, -5.1454], [3.0171, -5.9579, -0.5565], [-6.8781, 3.0797, -0.5571], [-2.9708, 5.3933, 3.0386], [0.7745, -0.8007, 7.1276], [-1.2073, 1.3375, -4.4255], [-4.1728, 0.0733, -2.3616], [1.9010, -4.7976, 0.1741], [3.0645, -0.2294, 0.9688], [4.4026, -5.2095, -2.5476], [2.4790, -0.8969, -4.0092], [1.6149, -3.0678, 2.6441], [2.5915, -2.6540, 2.4268], [2.3389, -0.0439, 2.1413], [-0.6297, 5.5964, -1.6431], [-3.2789, 2.2537, 6.1097], [4.9980, 0.7919, 1.9693], [-2.0438, 2.3726, 0.4265], [-2.1685, -0.5317, -3.0761], [2.6043, -0.6992, 0.1146], [0.4782, -2.2882, 2.4918], [2.8210, 3.7896, -0.5699], [-2.5548, 2.9286, 6.5653], [-2.4762, -4.9791, -3.2884], [-2.5634, 4.3117, -4.1023], [2.4273, 3.4136, 0.7541], [0.5237, 4.2505, 5.6631], [-0.4836, 1.2311, 4.1587], [-1.9911, -4.6699, -1.6101], [2.5832, -2.6980, -1.2405], [-0.5503, 1.0003, -2.1277], [2.9610, 0.5727, 3.2293], [0.0674, -5.8627, -2.8271], [-2.2556, 2.5126, 7.5262], [3.1561, -2.9297, -4.3285], [-0.3366, 4.0794, 6.3104], [-3.5129, 6.3273, 3.0146], [1.5041, -4.3706, 3.1211], [1.1475, 2.1842, 1.9012], [-1.5795, 3.0387, 3.1191], [-0.4815, -6.5361, -3.4850], [-2.4968, 4.8972, 4.2459], [6.0276, 1.1147, 1.9028], [-0.8080, 5.0398, 6.5144], [-4.2418, 0.9448, 1.2673], [-1.6584, -2.2108, 2.7164], [1.3609, -1.3254, -3.2198], [5.1607, -2.9775, -0.6163], [-2.5730, -1.9060, 0.1753], [0.3707, -3.6180, -2.1580], [-0.8797, -4.1220, 3.2599], [3.9695, -1.2193, -2.4646], [-4.5012, 3.6135, -0.8025], [0.8534, 1.8352, -0.1448], [-1.8481, -2.8289, 0.3836], [-1.0098, 6.1883, -3.6685], [-1.8707, -4.3445, -2.6412], [3.5950, -0.4106, -3.0905], [-3.5039, 0.3574, 1.7992], [4.4592, -3.7143, -0.2247], [0.4318, -1.2376, -0.7743], [-0.1543, -4.0342, -4.4949], [1.2098, -0.0977, -5.5576], [-0.6646, 1.7649, 5.4267], [0.4222, -0.2257, 6.2834], [-2.7773, 4.6732, 1.8710], [3.0628, -4.3504, -3.3067], [0.1772, -5.9129, 3.7864]], "mulliken_spin": [0.0000, -0.0003, -0.0416, 0.0021, 0.0002, 0.0000, -0.0035, -0.0018, 0.0010, -0.0022, -0.0005, 0.0014, -0.0027, -0.0055, 0.0165, -0.0345, 0.0004, 0.0001, 0.0000, -0.0004, 0.0379, 0.0000, -0.0038, 0.0011, 0.0020, 0.0000, 0.0017, 0.0034, 0.0000, -0.0005, 0.0003, -0.0002, 0.0001, 0.8696, -0.0073, 0.0000, 0.0000, -0.0024, -0.0007, 0.0186, -0.0003, 0.0002, 0.0082, 0.0000, 0.0026, -0.0006, 0.0036, 0.0235, 0.0320, -0.0001, -0.0002, 0.0001, 0.0013, -0.0026, -0.0023, -0.0036, -0.0476, -0.0024, 0.0009, -0.0004, -0.0481, 0.0002, 0.0004, 0.0002, 0.0047, 0.0000, 0.0022, -0.0145, 0.0038, 0.0018, 0.0008, 0.0071, -0.0069, -0.0327, 0.0019, 0.0003, 0.0003, -0.1058, 0.0001, 0.0002, 0.0005, 0.0003, 0.0002, -0.0002, 0.0339, -0.0554, -0.0001, 0.0131, 0.0000, 0.0017, -0.0037, -0.0006, -0.0313, 0.0053, 0.0000, -0.0007, 0.0217, 0.0599, -0.0085, -0.0045, 0.0192, 0.0001, 0.0002, 0.0007, -0.0318, -0.0001, 0.0123, -0.0006, -0.0023, 0.1249, -0.0027, -0.0005, 0.0000, -0.0003, 0.0002, 0.0000, 0.0019, 0.0156, -0.0015, -0.0002, 0.0011, 0.0000, 0.0001, -0.0010, -0.0015, -0.0001, 0.0001, -0.0035, 0.0011, 0.0006, 0.0003, -0.0004, 0.0267, 0.0301, -0.0001, -0.0015, 0.0000, -0.0039, -0.0006, 0.1071, -0.0018, 0.0011, 0.0029, 0.0001, -0.0003, 0.0000, 0.0001]}